{"formula": "C32H27N10OSm", "method": "ωB97M-V/def2-TZVPD", "symbols": ["Sm", "C", "N", "C", "C", "C", "C", "C", "N", "C", "C", "C", "C", "C", "C", "H", "H", "H", "H", "H", "H", "H", "H", "H", "H", "H", "C", "N", "C", "N", "C", "N", "C", "C", "C", "C", "C", "C", "C", "N", "N", "C", "O", "C", "C", "C", "C", "C", "C", "N", "C", "N", "C", "N", "C", "H", "H", "H", "H", "H", "H", "H", "H", "H", "H", "H", "H", "H", "H", "H", "H"], "positions_angstrom": [[-0.0747, -2.2597, 0.7000], [-0.4821, -5.2327, 1.7297], [0.4543, -4.1569, 1.8969], [1.0900, -3.9791, 3.0322], [1.7525, -2.7797, 3.2550], [2.7138, -2.3642, 4.2284], [3.0411, -1.0275, 3.9526], [2.3081, -0.6631, 2.8191], [1.5314, -1.7060, 2.3309], [-1.5602, -4.8589, 0.7066], [-2.8629, -4.4826, 1.0742], [-3.8204, -4.3112, 0.1187], [-3.4781, -4.2002, -1.2382], [-2.1357, -4.4529, -1.5870], [-1.1617, -4.7598, -0.6184], [-1.0231, -5.5418, 2.6706], [0.0425, -6.0647, 1.2845], [1.1133, -4.7256, 3.8776], [3.0509, -2.8868, 5.1220], [3.7838, -0.4784, 4.5265], [2.3382, 0.3031, 2.3634], [-3.1582, -4.2910, 2.0796], [-4.8353, -4.2315, 0.4890], [-4.2165, -3.8982, -1.9525], [-1.8535, -4.3341, -2.5894], [-0.0936, -4.9201, -0.8807], [3.6388, -0.1320, -3.0651], [2.7217, -0.9640, -2.3843], [2.0862, -0.8483, -1.2027], [1.4214, -1.9638, -0.9546], [1.7739, -2.7830, -2.0044], [2.6265, -2.2392, -2.7882], [3.6377, 1.3154, -2.7096], [4.8582, 1.9254, -2.6498], [5.0039, 3.2921, -2.4019], [3.8550, 4.0598, -2.2000], [2.5699, 3.4532, -2.3540], [2.4728, 2.0500, -2.4455], [1.4008, 4.2334, -2.0471], [1.2522, 5.5130, -2.2337], [-0.0337, 5.8853, -1.7226], [-0.5188, 4.8292, -1.1208], [0.3297, 3.7052, -1.2750], [-1.7605, 4.5746, -0.4361], [-2.5745, 5.7423, -0.3114], [-3.9390, 5.5644, -0.0437], [-4.4165, 4.2805, 0.2266], [-3.5256, 3.2118, 0.3970], [-4.0838, 1.9030, 0.9056], [-3.1328, 0.9906, 1.5386], [-2.7528, -0.2230, 1.1055], [-1.5700, -0.5522, 1.7058], [-1.3785, 0.5035, 2.6122], [-2.2938, 1.4481, 2.5036], [-2.1772, 3.3510, 0.0561], [3.4436, -0.2338, -4.1449], [4.5867, -0.6176, -2.8586], [2.1905, 0.0799, -0.6563], [1.5443, -3.8276, -2.1077], [5.7409, 1.2942, -2.7353], [5.9777, 3.8053, -2.3696], [3.9067, 5.1477, -2.1171], [1.4717, 1.5724, -2.4969], [-2.0769, 6.6945, -0.3878], [-4.5476, 6.4696, -0.0469], [-5.4267, 4.0913, 0.4320], [-4.6048, 1.3344, 0.0235], [-4.8337, 2.1661, 1.6379], [-3.2807, -0.8893, 0.4241], [-0.5046, 0.6260, 3.2461], [-1.5423, 2.4643, 0.0658]], "atomic_forces_ev_per_a": [[-0.769, -0.143, 1.860], [-1.415, -0.825, 0.439], [-0.328, 0.580, 0.693], [0.221, -0.747, 0.919], [1.256, 1.742, 0.009], [-1.113, 0.226, -0.234], [-0.125, -0.952, -0.176], [-0.294, -1.387, 0.000], [0.776, 0.462, 1.099], [0.752, 0.991, 1.022], [1.136, -0.570, -0.145], [-0.712, 0.658, -0.944], [1.145, -0.702, 1.038], [-0.608, 0.752, 1.022], [-0.385, 0.038, -0.721], [0.888, 0.220, -0.755], [0.094, -0.669, 0.205], [-0.175, 0.468, -1.134], [-0.087, -0.187, -0.487], [-0.410, 0.189, -0.354], [-0.164, 0.348, -0.410], [0.061, -0.588, 0.877], [-0.130, 0.369, -0.400], [-0.169, -0.205, -0.437], [0.397, 0.016, -1.327], [-0.875, -0.288, 0.006], [0.942, 0.418, -1.187], [-1.203, -1.368, 2.419], [0.846, 1.362, -1.695], [0.416, -0.136, -0.779], [0.362, -0.677, 0.809], [-0.238, 0.348, -1.788], [-0.995, 0.048, 0.920], [1.460, 0.525, 0.308], [-0.519, 0.590, 0.152], [-0.590, -0.316, -1.470], [1.366, -1.256, 1.654], [-0.251, 0.424, -1.215], [-2.367, 2.022, 1.619], [-1.348, -0.958, 0.016], [0.660, -1.509, 0.797], [2.932, -1.098, -1.280], [0.636, 1.336, -1.122], [-0.624, 2.052, 0.363], [-0.500, -1.879, 0.291], [1.085, 0.443, -0.167], [1.644, -0.018, 0.354], [0.582, 0.320, -0.230], [-1.646, -0.670, -1.438], [0.448, -0.584, -0.507], [1.527, 0.577, 0.774], [-1.326, 0.766, 0.506], [-0.394, 0.160, -1.222], [0.487, -0.986, -0.337], [-0.771, -0.391, -0.580], [-0.017, -0.172, 0.359], [0.499, 0.382, -0.260], [-0.437, -0.191, 0.276], [-0.351, -0.074, 0.141], [-0.026, 0.259, -0.217], [-0.484, -0.597, 0.037], [-0.013, -0.394, 0.266], [0.729, 0.437, 0.047], [-0.293, 0.240, -0.463], [-0.207, -0.541, 0.109], [-1.397, 0.051, 0.226], [0.964, 0.804, 1.749], [-0.336, -0.265, 0.200], [-0.011, 0.596, 0.011], [-0.311, -0.294, -0.054], [0.101, 0.413, -0.054]], "lowdin_spin": [5.06, 0.00, -0.01, 0.00, 0.00, 0.00, 0.00, 0.00, -0.01, 0.00, 0.00, 0.00, 0.00, 0.00, 0.00, 0.00, 0.00, 0.00, 0.00, 0.00, 0.00, 0.00, 0.00, 0.00, 0.00, 0.00, 0.00, 0.00, 0.00, -0.01, 0.00, 0.00, 0.00, 0.00, 0.00, 0.00, 0.00, 0.00, 0.00, 0.00, 0.00, 0.00, 0.00, 0.00, 0.00, 0.00, 0.00, 0.00, 0.00, 0.00, 0.00, -0.01, 0.00, 0.00, 0.00, 0.00, 0.00, 0.00, 0.00, 0.00, 0.00, 0.00, 0.00, 0.00, 0.00, 0.00, 0.00, 0.00, 0.00, 0.00, 0.00], "total_charge": 2, "multiplicity": 6, "gap_ev": [5.820, 7.039], "relative_energy_kj_mol": 32.0, "fmax_ev_per_a": 3.51}

{"formula": "C32H28ClGaN5O4PS", "method": "ωB97M-V/def2-TZVPD", "symbols": ["Ga", "N", "C", "C", "C", "C", "C", "C", "P", "C", "C", "C", "C", "C", "C", "C", "C", "C", "C", "C", "C", "H", "H", "H", "H", "H", "H", "H", "H", "H", "H", "H", "H", "H", "H", "H", "H", "O", "C", "O", "C", "C", "Cl", "N", "N", "C", "C", "O", "O", "C", "C", "C", "C", "C", "C", "H", "H", "H", "H", "H", "H", "S", "C", "N", "C", "C", "N", "H", "H", "H", "H", "H", "H"], "positions_angstrom": [[1.1605, -1.0363, -0.9712], [2.8958, 1.9035, -0.8347], [1.9841, 2.8728, -0.4837], [1.9553, 4.1702, -0.7774], [0.9099, 5.1334, -0.5167], [-0.3908, 4.8629, -0.3304], [-0.9691, 3.5470, -0.4434], [-0.4371, 2.3364, -0.2844], [-1.2680, 0.7100, -0.5619], [-2.9730, 1.1770, -0.1360], [-3.2888, 1.2372, 1.2228], [-4.5570, 1.6175, 1.6261], [-5.5223, 1.9202, 0.6721], [-5.2216, 1.8279, -0.6785], [-3.9472, 1.4564, -1.0892], [-1.2600, 0.5654, -2.3800], [-0.8390, 1.5453, -3.2768], [-0.9204, 1.3162, -4.6439], [-1.4268, 0.1162, -5.1232], [-1.8461, -0.8667, -4.2367], [-1.7519, -0.6482, -2.8716], [3.5729, 2.2186, -1.5162], [3.3453, 1.4341, -0.0563], [2.8509, 4.5426, -1.2611], [1.2199, 6.1704, -0.5334], [-1.0840, 5.6845, -0.2107], [-2.0081, 3.5103, -0.7618], [-2.5391, 0.9863, 1.9677], [-4.7996, 1.6623, 2.6792], [-6.5122, 2.2237, 0.9848], [-5.9810, 2.0389, -1.4194], [-3.7207, 1.3873, -2.1458], [-0.4507, 2.4907, -2.9192], [-0.5993, 2.0834, -5.3357], [-1.4940, -0.0538, -6.1893], [-2.2457, -1.8010, -4.6075], [-2.0856, -1.4162, -2.1795], [0.5496, 3.6649, 4.8461], [0.2171, 2.3991, 5.1076], [-0.2380, 2.0808, 6.1630], [0.4142, 1.3672, 4.0308], [0.2907, 0.0104, 4.2536], [-0.0581, -0.8423, 5.6594], [0.4440, -0.6234, 3.0536], [0.6577, 0.2267, 2.0612], [0.6364, 1.4322, 2.6279], [0.9596, 2.5923, 1.8282], [1.2713, 3.6856, 2.1035], [0.9355, 2.2509, 0.3028], [0.4437, -2.0379, 2.7829], [-0.4234, -2.5173, 1.8136], [-0.4251, -3.8749, 1.5241], [0.4320, -4.7305, 2.2058], [1.2918, -4.2306, 3.1755], [1.3042, -2.8746, 3.4711], [0.9561, 3.7967, 3.9784], [-1.1347, -1.8459, 1.3489], [-1.1134, -4.2645, 0.7863], [0.4126, -5.7923, 1.9988], [1.9528, -4.8976, 3.7120], [1.9776, -2.4802, 4.2200], [0.4889, -3.1142, -2.4554], [2.0306, -3.7452, -2.1808], [2.8365, -4.2643, -3.0900], [4.1453, -4.6419, -2.5579], [3.9001, -4.5411, -1.0426], [2.6536, -3.7486, -0.9615], [2.5970, -4.2811, -4.0687], [4.9060, -3.9380, -2.8948], [4.4269, -5.6420, -2.8774], [4.7132, -4.0337, -0.5315], [3.7560, -5.5202, -0.5866], [2.0366, -3.9508, -0.1849]], "atomic_forces_ev_per_a": [[-0.059, -0.199, -0.098], [0.031, 0.108, -0.058], [0.057, -0.294, -0.133], [-0.022, 0.194, 0.006], [0.099, -0.112, -0.055], [-0.059, -0.072, 0.032], [-0.087, 0.158, -0.041], [-0.085, -0.293, 0.104], [0.281, 0.095, -0.100], [0.031, -0.052, 0.013], [0.013, -0.013, -0.008], [-0.012, -0.015, -0.012], [0.016, 0.009, 0.000], [0.002, -0.029, -0.014], [0.002, 0.043, 0.023], [-0.049, 0.034, 0.042], [0.020, -0.025, -0.016], [0.015, -0.002, 0.019], [0.006, -0.002, -0.004], [0.003, 0.001, 0.008], [-0.011, 0.025, -0.014], [-0.008, -0.016, 0.000], [-0.049, -0.029, -0.029], [0.010, 0.004, 0.018], [0.006, 0.000, 0.000], [0.000, -0.001, 0.009], [-0.006, -0.006, 0.011], [0.000, 0.008, 0.003], [0.003, 0.028, 0.003], [-0.013, -0.032, 0.002], [0.000, 0.028, 0.004], [0.008, 0.007, -0.002], [-0.022, 0.005, 0.000], [0.012, -0.007, -0.006], [-0.012, 0.005, -0.003], [0.006, -0.006, -0.003], [-0.021, 0.005, -0.012], [0.020, 0.008, -0.040], [0.010, 0.007, -0.009], [-0.019, -0.030, 0.003], [-0.055, 0.150, -0.049], [-0.147, -0.044, -0.042], [0.014, -0.035, 0.016], [0.184, -0.022, -0.041], [0.043, 0.009, 0.082], [0.040, -0.032, -0.123], [0.002, 0.034, 0.020], [0.056, -0.080, 0.007], [-0.264, 0.251, 0.338], [-0.060, 0.072, -0.041], [-0.144, 0.002, 0.074], [0.036, 0.017, -0.040], [0.014, 0.010, -0.026], [0.026, 0.012, 0.011], [0.118, -0.004, -0.029], [-0.006, -0.019, 0.050], [0.058, 0.043, -0.096], [-0.010, -0.005, -0.003], [-0.003, -0.007, -0.001], [-0.006, -0.003, 0.009], [-0.015, 0.004, 0.010], [-0.105, 0.244, 0.135], [0.340, -0.191, 0.240], [-0.063, 0.018, -0.153], [0.002, 0.003, 0.061], [0.043, 0.054, 0.012], [-0.172, -0.269, -0.158], [0.003, 0.057, 0.008], [-0.007, 0.011, -0.009], [-0.012, -0.006, 0.005], [-0.003, -0.004, 0.017], [-0.035, -0.010, -0.025], [0.008, 0.201, 0.101]], "mulliken_charge": [0.69, -0.25, -0.07, -0.84, -0.51, -1.17, 0.68, -0.77, 1.08, 0.15, -0.29, -0.72, -0.57, -0.74, -0.13, 0.20, -0.32, -0.76, -0.60, -0.66, -0.86, 0.28, 0.26, 0.50, 0.49, 0.50, 0.52, 0.32, 0.46, 0.41, 0.44, 0.41, 0.36, 0.45, 0.42, 0.49, 0.66, -0.51, 0.44, -0.51, -0.30, 0.30, -0.07, 0.39, -0.01, -0.05, 0.78, -0.61, 0.82, 0.19, -0.05, -0.75, -0.67, -0.74, -0.33, 0.40, 0.49, 0.43, 0.47, 0.44, 0.53, -0.35, 0.24, -0.12, -0.47, -0.49, 0.20, 0.21, 0.29, 0.33, 0.34, 0.27, -0.01], "total_charge": 2, "gap_ev": 7.246, "relative_energy_kj_mol": 617.0, "fmax_ev_per_a": 0.50}

{"formula": "C32H28ClN3O4P2Y", "method": "ωB97M-V/def2-TZVPD", "symbols": ["Y", "Cl", "C", "C", "C", "C", "O", "C", "C", "O", "C", "H", "H", "H", "H", "N", "P", "C", "C", "C", "C", "C", "C", "C", "C", "C", "C", "C", "C", "P", "C", "C", "C", "C", "C", "C", "C", "C", "C", "C", "C", "C", "H", "H", "H", "H", "H", "H", "H", "H", "H", "H", "H", "H", "H", "H", "H", "H", "H", "H", "H", "H", "H", "N", "N", "C", "O", "O", "H", "H", "H"], "positions_angstrom": [[0.3143, -1.7548, 0.7744], [4.9217, -1.7748, 6.6859], [3.6576, -1.8147, 5.5147], [2.3196, -1.7994, 5.9430], [1.2967, -1.8210, 5.0354], [1.5352, -1.8349, 3.6355], [0.5322, -1.8232, 2.8155], [2.9092, -1.8591, 3.2124], [3.2619, -1.8806, 1.8381], [2.4904, -1.7997, 0.8631], [3.9450, -1.8576, 4.1774], [2.1084, -1.7673, 7.0012], [0.2675, -1.8130, 5.3645], [4.3385, -1.9619, 1.6206], [4.9720, -1.8780, 3.8479], [-0.6333, 1.2298, -0.1996], [1.0330, 0.8033, -0.1378], [1.7517, 2.4153, 0.3089], [2.9904, 2.8085, -0.1917], [3.5070, 4.0467, 0.1474], [2.8029, 4.8884, 0.9941], [1.5907, 4.4806, 1.5281], [1.0704, 3.2423, 1.1986], [1.4217, 0.6442, -1.9155], [1.7364, -0.6091, -2.4326], [1.9265, -0.7547, -3.7977], [1.7902, 0.3377, -4.6398], [1.4678, 1.5837, -4.1229], [1.2856, 1.7417, -2.7623], [-1.7339, -0.0802, -0.1882], [-3.2557, 0.8060, 0.2565], [-4.4847, 0.3682, -0.2289], [-5.6383, 1.0572, 0.0965], [-5.5728, 2.1700, 0.9216], [-4.3544, 2.5807, 1.4418], [-3.1966, 1.8977, 1.1181], [-1.9567, -0.4555, -1.9630], [-1.3811, -1.6162, -2.4691], [-1.4218, -1.8709, -3.8284], [-2.0185, -0.9642, -4.6885], [-2.5938, 0.1941, -4.1876], [-2.5702, 0.4490, -2.8270], [-0.8827, 2.0392, -0.7696], [3.5365, 2.1554, -0.8578], [4.4600, 4.3578, -0.2516], [3.2009, 5.8599, 1.2426], [1.0503, 5.1257, 2.2036], [0.1301, 2.9179, 1.6217], [1.8591, -1.4582, -1.7609], [2.1857, -1.7191, -4.2045], [1.9490, 0.2251, -5.7008], [1.3745, 2.4359, -4.7778], [1.0660, 2.7200, -2.3536], [-4.5244, -0.4944, -0.8793], [-6.5878, 0.7274, -0.2958], [-6.4710, 2.7178, 1.1602], [-4.3043, 3.4330, 2.1023], [-2.2449, 2.2144, 1.5208], [-0.9071, -2.3308, -1.8018], [-0.9806, -2.7779, -4.2127], [-2.0293, -1.1588, -5.7505], [-3.0564, 0.8970, -4.8625], [-3.0336, 1.3426, -2.4315], [-1.6800, -3.3054, 1.3173], [-1.2929, -4.4785, 0.6068], [-0.0722, -4.5259, -0.1011], [0.3453, -5.6002, -0.4466], [0.4318, -3.3654, -0.3729], [-1.7055, -3.4772, 2.3322], [-2.6335, -3.0520, 1.0285], [-1.6185, -5.3814, 0.9365]], "atomic_forces_ev_per_a": [[-0.839, 1.109, 0.893], [0.120, -0.012, 0.097], [-0.066, -0.002, -0.284], [0.197, -0.006, -0.136], [-0.139, 0.034, -0.518], [0.971, 0.040, 1.117], [-0.077, -0.130, 0.710], [-0.873, -0.034, 0.352], [0.557, 0.077, -0.173], [0.979, -0.123, 0.397], [-0.184, -0.004, 0.096], [-0.018, -0.019, 0.085], [-0.046, 0.013, 0.024], [-0.123, 0.025, -0.013], [0.146, -0.008, -0.053], [0.104, 0.011, 0.290], [-0.517, 1.215, -1.091], [0.110, -0.339, 0.239], [-0.102, -0.084, 0.001], [0.059, 0.018, 0.010], [-0.023, -0.019, 0.015], [0.026, 0.054, 0.034], [-0.031, -0.103, -0.076], [0.224, -0.038, 0.424], [0.104, 0.210, 0.220], [0.021, -0.067, -0.108], [0.038, -0.128, 0.098], [-0.024, 0.121, 0.053], [0.076, -0.083, -0.052], [-0.400, 1.221, -0.991], [0.065, -0.356, 0.194], [0.140, -0.010, 0.012], [-0.078, 0.001, 0.038], [0.045, 0.007, 0.009], [-0.102, 0.034, 0.031], [0.077, -0.083, -0.075], [-0.123, -0.091, 0.368], [-0.196, 0.007, 0.200], [0.042, -0.091, -0.166], [0.098, -0.111, 0.067], [-0.015, 0.114, 0.085], [0.029, -0.041, -0.084], [0.016, -0.092, 0.089], [0.047, -0.007, -0.085], [0.087, 0.023, -0.051], [0.053, 0.085, 0.034], [-0.043, 0.068, 0.060], [-0.061, 0.027, 0.006], [0.054, 0.014, -0.212], [0.025, -0.133, -0.045], [0.006, -0.047, -0.114], [-0.021, 0.080, -0.093], [-0.043, 0.052, -0.013], [-0.088, -0.036, -0.088], [-0.094, -0.017, -0.038], [-0.097, 0.033, 0.043], [-0.019, 0.084, 0.037], [0.018, 0.049, 0.015], [-0.075, 0.009, -0.177], [0.047, -0.081, -0.059], [-0.043, -0.020, -0.079], [-0.079, 0.093, -0.047], [-0.030, 0.097, -0.029], [-0.206, -0.346, -0.060], [-0.054, -0.008, 0.213], [-0.795, -1.339, -0.077], [0.125, -0.032, 0.011], [0.356, -1.145, -1.212], [0.132, 0.057, -0.517], [0.495, -0.099, 0.158], [0.039, 0.301, -0.004]], "mulliken_charge": [1.06, -0.20, 0.11, -0.50, -0.71, 0.44, -0.58, 0.98, 0.04, -0.40, -1.04, 0.44, 0.43, 0.34, 0.44, -0.12, 0.48, 0.56, -0.62, -0.70, -0.47, -0.63, -0.44, 0.58, -0.35, -0.76, -0.54, -0.89, -0.39, 0.45, 0.57, -0.59, -0.70, -0.48, -0.62, -0.42, 0.55, -0.41, -0.74, -0.54, -0.86, -0.43, 0.46, 0.48, 0.42, 0.41, 0.43, 0.31, 0.46, 0.52, 0.44, 0.44, 0.45, 0.47, 0.42, 0.41, 0.43, 0.36, 0.48, 0.52, 0.43, 0.43, 0.48, -0.59, -0.20, 0.59, -0.65, -0.49, 0.29, 0.26, 0.23], "total_charge": 1, "gap_ev": 7.815, "fmax_ev_per_a": 1.71}